# 1
Computed, not measured: a 2-piece molecular cluster, C3H5Cl overall at a distorted geometry, with ωB97M-V with the def2-TZVPD basis set.

Highest occupied orbital energy (spin up / spin down), eV: -8.06 / -10.08

Geometry as ORCA input:
```
! RIJCOSX wB97M-V def2-TZVPD def2/J DEFGRID3
* xyz 0 1
C 0.097 0.662 0.693
C -0.234 0.342 -0.734
C -0.311 -0.702 0.343
Cl -1.555 -1.688 0.781
H 1.092 1.054 0.940
H -0.727 0.946 1.287
H -1.169 0.731 -1.234
H 0.492 0.502 -1.549
H 2.316 -1.848 -0.526
*
```

---

# 2
Computed, not measured: C5H12NO2 as an isolated structure at a distorted geometry, with ωB97M-V with the def2-TZVPD basis set.

Highest occupied orbital energy (spin up / spin down), eV: 4.01 / -1.09

Geometry as ORCA input:
```
! RIJCOSX wB97M-V def2-TZVPD def2/J DEFGRID3
* xyz -2 2
N 1.200 0.078 1.375
C 1.255 -1.407 1.222
C 1.126 -1.646 -0.290
C 0.127 -0.545 -0.681
C 0.374 0.627 0.276
C -0.971 1.277 0.748
O -1.557 2.116 -0.179
H 2.153 0.411 1.254
H 2.184 -1.762 1.699
H 0.399 -1.761 1.799
H 2.131 -1.653 -0.720
H 0.655 -2.635 -0.418
H 0.429 -0.321 -1.717
H -0.864 -0.968 -0.823
H 0.927 1.372 -0.306
H -1.599 0.421 1.041
H -0.649 1.875 1.621
H -1.894 1.623 -1.236
H -3.134 1.698 -2.369
O -2.294 1.201 -2.296
*
```

---

# 3
Computed, not measured: C54H40ILiN7Se as an isolated structure, with ωB97M-V with the def2-TZVPD basis set.

Highest occupied orbital energy, eV: -3.36

Geometry as ORCA input:
```
! RIJCOSX wB97M-V def2-TZVPD def2/J DEFGRID3
* xyz -1 1
Li 0.025 -0.161 0.093
C -5.277 1.537 -5.244
C -5.308 0.227 -4.796
C -4.387 -0.214 -3.862
C -3.411 0.648 -3.372
C -3.390 1.963 -3.828
C -4.314 2.405 -4.754
C -2.409 0.241 -2.362
C -2.848 0.150 -1.040
C -4.216 0.401 -0.643
C -4.227 0.369 0.708
C -2.862 0.116 1.118
N -2.072 -0.048 0.042
C -2.441 0.226 2.444
C -1.112 0.314 2.863
C -0.721 0.674 4.209
C 0.620 0.829 4.184
C 1.034 0.529 2.831
C 2.356 0.626 2.399
C 3.330 1.199 3.356
C 4.195 0.424 4.119
C 5.084 1.033 4.989
C 5.121 2.413 5.104
C 4.258 3.189 4.347
C 3.368 2.584 3.483
C 2.806 0.408 1.098
N 2.041 0.074 0.044
C 2.834 0.114 -1.040
C 2.406 0.029 -2.366
C 3.440 0.236 -3.406
C 3.961 -0.806 -4.164
C 4.936 -0.560 -5.115
C 5.403 0.727 -5.322
C 4.887 1.772 -4.573
C 3.917 1.526 -3.622
C 1.078 0.007 -2.786
C 0.682 0.212 -4.162
C -0.667 0.313 -4.159
C -1.080 0.152 -2.784
N -0.009 -0.057 -1.994
C 4.195 0.425 -0.656
C 4.174 0.628 0.680
N -0.030 0.206 2.075
C -3.482 0.505 3.461
C -3.683 1.818 3.883
C -4.639 2.115 4.834
C -5.406 1.102 5.386
C -5.213 -0.205 4.977
C -4.261 -0.503 4.018
H -6.004 1.885 -5.966
H -6.060 -0.452 -5.177
H -4.423 -1.235 -3.507
H -2.641 2.636 -3.433
H -4.289 3.432 -5.090
H -5.033 0.598 -1.315
H -5.058 0.544 1.368
H -1.394 0.817 5.035
H 1.285 1.111 4.983
H 4.164 -0.653 4.027
H 5.754 0.429 5.586
H 5.816 2.890 5.781
H 4.275 4.267 4.430
H 2.688 3.172 2.883
H 3.605 -1.814 -4.006
H 5.342 -1.376 -5.699
H 6.173 0.912 -6.060
H 5.249 2.779 -4.731
H 3.510 2.334 -3.030
H 1.350 0.297 -4.999
H -1.325 0.483 -4.994
H 5.028 0.520 -1.330
H 4.985 0.914 1.329
H -3.077 2.603 3.450
H -4.789 3.138 5.153
H -6.151 1.328 6.135
H -5.807 -0.997 5.414
H -4.113 -1.525 3.699
C 1.506 4.913 -2.007
N 0.650 5.363 -0.950
C 0.528 6.639 -0.467
C -0.306 6.594 0.598
N -0.694 5.290 0.766
C -1.504 4.768 1.826
C -0.119 4.519 -0.202
Se -0.394 2.760 -0.516
H 1.902 5.774 -2.542
H 0.941 4.270 -2.683
H 2.325 4.318 -1.596
H 1.030 7.466 -0.930
H -0.668 7.374 1.238
H -1.918 5.596 2.398
H -0.904 4.128 2.479
H -2.306 4.156 1.409
I 2.026 -2.999 2.468
C 0.719 -3.551 0.920
C 0.538 -4.898 0.644
C -0.319 -5.215 -0.397
C -0.939 -4.187 -1.092
C -0.685 -2.876 -0.713
N 0.134 -2.579 0.278
H 1.043 -5.663 1.215
H -0.499 -6.248 -0.663
H -1.608 -4.391 -1.914
H -1.128 -2.025 -1.197
*
```

---

# 4
Computed, not measured: C51H40AlCl2O16S as an isolated structure, with ωB97M-V with the def2-TZVPD basis set.

Highest occupied orbital energy, eV: -4.68

Geometry as ORCA input:
```
! RIJCOSX wB97M-V def2-TZVPD def2/J DEFGRID3
* xyz -1 1
C 3.936 0.209 0.306
C 4.509 0.461 1.683
Cl 4.529 2.266 1.943
C 5.864 -0.163 2.033
Cl 6.321 -1.451 0.826
Al 7.589 0.921 2.416
S 7.640 0.980 4.743
H 3.763 -0.858 0.178
H 2.998 0.749 0.189
H 4.626 0.537 -0.468
H 3.778 0.148 2.417
H 5.684 -0.744 2.936
H 8.862 0.094 1.878
H 7.627 2.439 1.875
H 6.561 0.233 4.977
C 2.009 1.890 4.997
C 1.656 2.496 6.128
C 0.640 1.900 7.024
O 0.269 2.470 8.032
C 0.052 0.591 6.639
C 0.417 -0.036 5.525
C 1.426 0.578 4.614
O 1.744 0.030 3.582
H 2.734 2.306 4.305
H 2.066 3.454 6.421
H -0.689 0.191 7.320
H -0.010 -0.978 5.207
C -1.995 -2.128 0.861
C -2.130 -1.863 -0.437
C -1.168 -0.979 -1.144
O -1.290 -0.758 -2.332
C -0.048 -0.407 -0.358
C 0.092 -0.670 0.940
C -0.881 -1.548 1.651
O -0.748 -1.801 2.831
H -2.677 -2.787 1.386
H -2.915 -2.324 -1.020
H 0.651 0.218 -0.901
H 0.908 -0.288 1.538
C -0.089 8.587 7.588
C 0.747 7.874 6.840
C 0.719 6.387 6.860
O 1.477 5.740 6.173
C -0.262 5.725 7.759
C -1.095 6.443 8.507
C -1.080 7.928 8.478
O -1.843 8.581 9.158
H -0.095 9.670 7.592
H 1.479 8.323 6.180
H -0.236 4.641 7.783
H -1.816 5.990 9.176
C -5.579 -0.958 3.885
C -4.689 -1.793 3.356
C -4.991 -3.240 3.198
O -4.187 -4.009 2.716
C -6.322 -3.718 3.656
C -7.212 -2.882 4.182
C -6.912 -1.434 4.337
O -7.725 -0.675 4.816
H -5.386 0.099 4.013
H -3.710 -1.466 3.029
H -6.512 -4.776 3.532
H -8.189 -3.201 4.523
C -4.761 -6.164 -0.898
C -4.557 -7.440 -1.209
C -3.772 -7.826 -2.412
O -3.601 -8.990 -2.699
C -3.211 -6.731 -3.243
C -3.410 -5.456 -2.929
C -4.205 -5.075 -1.738
O -4.394 -3.909 -1.457
H -5.323 -5.852 -0.027
H -4.944 -8.259 -0.615
H -2.624 -7.039 -4.099
H -2.999 -4.638 -3.507
C 1.769 -4.050 -0.305
C 0.541 -4.521 -0.498
C 0.308 -5.898 -0.993
O -0.817 -6.323 -1.162
C 1.498 -6.741 -1.270
C 2.729 -6.275 -1.079
C 2.967 -4.890 -0.581
O 4.083 -4.465 -0.407
H 1.970 -3.049 0.061
H -0.350 -3.939 -0.302
H 1.297 -7.742 -1.628
H 3.617 -6.864 -1.270
C 0.055 0.840 -5.074
C -0.160 -0.392 -5.524
C -0.139 -0.699 -6.977
O -0.347 -1.821 -7.388
C 0.146 0.421 -7.911
C 0.366 1.652 -7.462
C 0.329 1.960 -6.008
O 0.509 3.092 -5.610
H 0.029 1.079 -4.018
H -0.373 -1.218 -4.856
H 0.165 0.174 -8.965
H 0.579 2.480 -8.125
C 0.601 6.784 -9.597
C 0.465 5.469 -9.464
C 1.195 4.528 -10.351
O 1.068 3.327 -10.237
C 2.091 5.107 -11.384
C 2.226 6.423 -11.518
C 1.488 7.367 -10.637
O 1.607 8.565 -10.765
H 0.084 7.494 -8.963
H -0.168 5.019 -8.709
H 2.615 4.395 -12.009
H 2.870 6.875 -12.261
*
```

---

# 5
Computed, not measured: one molecule with the formula C4H8N2S at a distorted geometry, with ωB97M-V with the def2-TZVPD basis set.

SMILES string: CC1(C)C=NSN1
Highest occupied orbital energy, eV: -8.60

Geometry as ORCA input:
```
! RIJCOSX wB97M-V def2-TZVPD def2/J DEFGRID3
* xyz 0 1
C -0.042 -1.029 1.104
C -0.085 -0.057 -0.029
C -0.983 1.203 0.207
C 1.311 0.473 -0.276
N 1.653 0.645 -1.485
S 0.760 0.172 -2.671
N -0.579 -0.721 -1.240
H -1.045 -1.570 1.331
H 0.334 -0.513 2.031
H 0.639 -1.797 0.750
H -1.841 0.840 -0.325
H -0.610 2.221 -0.005
H -1.166 1.119 1.343
H 1.962 0.687 0.495
H -0.306 -1.674 -1.230
*
```

---

# 6
Computed, not measured: C10H3Cl5N5O3Pt as an isolated structure at a distorted geometry, with ωB97M-V with the def2-TZVPD basis set.

Highest occupied orbital energy, eV: -6.15

Geometry as ORCA input:
```
! RIJCOSX wB97M-V def2-TZVPD def2/J DEFGRID3
* xyz -1 1
Pt -0.740 0.331 -0.816
N -2.650 0.140 -2.003
N -3.613 0.958 -1.364
C -3.252 1.562 -0.123
O -4.146 2.001 0.572
O -1.979 1.648 0.102
H -2.544 0.414 -2.970
H -2.911 -0.837 -1.963
H -4.550 0.587 -1.339
Cl -1.353 -1.434 1.834
C 0.065 -0.433 1.903
C 0.421 0.332 0.794
C 1.567 1.117 0.918
Cl 2.074 2.091 -0.425
C 2.342 1.128 2.074
Cl 3.766 2.098 2.178
C 1.969 0.337 3.155
Cl 2.922 0.328 4.596
C 0.823 -0.445 3.070
Cl 0.357 -1.425 4.412
O -0.072 -0.542 -3.207
N 0.393 -0.715 -2.038
C 1.543 -1.381 -1.915
C 2.208 -1.818 -3.098
N 2.777 -2.151 -4.041
C 2.055 -1.780 -0.651
N 2.527 -2.114 0.345
*
```